(1)
A structure of composition C42H47F6N5OZr. Source: OMol25; level of theory: the ωB97M-V functional and the def2-TZVPD basis.

Geometry as XYZ:
```
102
C42H47F6N5OZr (the ωB97M-V functional and the def2-TZVPD basis)
Zr 0.008 -0.481 0.443
F 0.942 -2.090 2.583
F -1.328 -0.617 4.033
F 0.081 -2.713 4.482
F -2.548 -2.267 4.684
F -3.214 -1.043 3.045
F 0.340 -4.141 2.901
O -1.178 -1.748 1.402
N -0.607 -1.655 -1.264
N 2.193 -0.894 -0.739
N -0.605 1.183 1.917
N 1.813 0.146 1.664
N -0.607 1.198 -0.991
C 0.767 4.659 -0.818
C -1.407 -2.497 2.560
C -0.089 -4.167 -1.362
C -0.022 -2.896 3.175
C -2.141 -1.615 3.610
C 0.310 1.576 2.835
C 1.982 2.496 -0.689
C 2.447 -1.205 -2.023
C -1.551 4.813 -1.324
C -2.070 -1.527 -3.027
C -1.177 -5.163 -0.920
C 0.941 -3.926 -0.256
C -0.799 -2.896 -1.774
C -0.549 2.638 -1.039
C -4.188 3.632 -0.901
C 0.018 2.507 3.808
C -2.258 -3.742 2.347
C 4.546 -2.221 -1.442
C 3.162 -1.143 0.177
C -0.350 5.436 -1.056
C -3.332 3.094 -3.199
C 3.949 -0.505 2.482
C -1.374 -0.792 -2.060
C 1.613 0.887 2.766
C 0.689 3.275 -0.806
C -1.270 3.018 3.881
C 2.971 -0.514 1.499
C -1.720 -2.847 -2.837
C 4.330 -1.812 -0.134
C 0.643 -4.734 -2.590
C 3.609 -1.885 -2.393
C -1.858 1.665 1.995
C 2.707 2.480 -2.042
C 2.569 0.968 3.765
C -1.686 3.427 -1.336
C -3.081 2.916 -1.694
C 3.737 0.239 3.630
C -2.215 2.582 2.979
C -2.884 1.206 1.006
C 2.918 3.048 0.390
C -1.238 0.591 -1.976
C 1.527 -0.758 -3.112
H 5.452 -2.745 -1.713
H 1.363 -4.011 -2.982
H -0.740 -6.038 -0.437
H 1.878 -3.560 -0.680
H -0.279 6.515 -1.055
H 3.070 3.479 -2.284
H -2.942 1.933 0.199
H -3.177 -3.464 1.835
H 4.867 -1.056 2.363
H -3.234 2.938 3.034
H -2.506 -4.181 3.313
H 1.178 -5.643 -2.313
H -0.057 -4.980 -3.387
H -3.900 3.801 0.138
H -1.605 1.152 -2.827
H -2.083 -3.694 -3.396
H -2.656 0.223 0.597
H 0.975 0.123 -2.810
H -2.543 2.650 -3.811
H 2.386 3.236 1.324
H -1.882 -4.687 -0.242
H 3.565 1.804 -2.009
H -4.284 2.641 -3.482
H -1.528 3.734 4.650
H 4.487 0.261 4.408
H 2.407 1.575 4.642
H 1.737 1.466 -0.443
H 0.774 2.840 4.503
H 0.569 -3.202 0.465
H -2.743 -1.130 -3.772
H -1.746 -5.505 -1.784
H 5.081 -2.013 0.615
H -4.430 4.598 -1.341
H 3.370 3.985 0.067
H 2.040 2.162 -2.845
H -3.174 1.854 -1.464
H 2.111 -0.521 -4.000
H 1.721 5.145 -0.664
H -3.374 4.153 -3.451
H -3.867 1.163 1.468
H 1.160 -4.852 0.273
H -5.100 3.035 -0.917
H 3.740 2.353 0.581
H -1.725 -4.481 1.761
H 3.766 -2.123 -3.435
H 0.824 -1.546 -3.393
H -2.414 5.426 -1.546
```

relative energy (zero: lowest compared OMol25 entry of this formula, charge and spin): 121.80 kJ/mol
orbital gap: 0.2323 hartree
total charge: +2
HOMO: -13.0 eV
total energy: -2623.682961 Eh


(2)
A structure of composition C18H25F3N2SSi2Tc. Source: OMol25; level of theory: the ωB97M-V functional and the def2-TZVPD basis.

Geometry as XYZ:
```
52
C18H25F3N2SSi2Tc (the ωB97M-V functional and the def2-TZVPD basis)
Tc -1.099 0.722 -0.861
S -0.358 2.798 -0.592
Si 1.051 -0.323 -2.365
Si 1.580 -0.651 0.917
F -0.917 5.554 3.076
F -1.052 5.508 0.911
F 0.698 4.698 1.901
N -1.948 -1.264 -0.931
N -1.675 1.366 0.994
C -1.153 2.608 0.985
C 0.319 -0.610 -0.579
C 2.421 0.926 -2.366
C -2.814 -3.463 -0.885
C -1.549 -3.951 -0.589
C -2.370 0.931 2.058
C -1.285 3.474 2.052
C -0.635 4.841 1.993
C 1.523 -1.942 -3.144
C -0.706 -1.725 -0.647
C 2.966 -1.808 0.434
C -1.994 3.023 3.156
C -0.477 -3.076 -0.460
C -2.547 1.744 3.155
C 2.269 1.052 1.222
C -2.981 -2.100 -1.045
C 0.629 -1.289 2.394
C -0.538 0.303 -3.263
H -3.108 1.389 4.007
H 1.534 1.845 1.367
H 0.707 -2.663 -3.184
H 0.214 -2.287 2.258
H -0.157 0.830 -4.143
H -2.118 3.673 4.014
H 1.848 -1.744 -4.169
H 2.724 1.123 -3.398
H -0.175 -0.620 2.706
H -2.774 -0.071 2.005
H -1.393 -5.015 -0.463
H 2.956 1.367 0.436
H 3.540 -1.410 -0.405
H 2.646 -2.817 0.177
H 2.176 1.882 -1.903
H -1.263 1.068 -2.894
H -3.660 -4.125 -0.995
H 3.293 0.516 -1.855
H 2.849 0.990 2.148
H 0.516 -3.436 -0.236
H -3.944 -1.663 -1.272
H -1.127 -0.545 -3.611
H 2.365 -2.391 -2.614
H 3.659 -1.899 1.274
H 1.335 -1.345 3.228
```

relative energy (zero: lowest compared OMol25 entry of this formula, charge and spin): 0.00 kJ/mol
orbital gap (spin up / spin down): 0.2299 / 0.2688 hartree
⟨S²⟩: 1.19
total charge: +2
multiplicity: 2
HOMO (spin up / spin down): -15.4 / -15.8 eV
total energy: -2167.469300 Eh


(3)
The ion CH5BrN2P with charge +1 in a non-equilibrium geometry. Source: OMol25; level of theory: the ωB97M-V functional and the def2-TZVPD basis.

Geometry as XYZ:
```
10
CH5BrN2P (the ωB97M-V functional and the def2-TZVPD basis)
Br 0.263 2.295 -2.028
P 1.447 0.515 -0.752
N 0.109 -0.810 1.244
N -1.148 -0.310 -0.612
C -0.001 -0.164 0.070
H -0.508 -1.495 1.620
H 1.999 1.115 0.359
H -1.866 -0.983 -0.389
H -1.260 0.447 -1.270
H 0.966 -0.608 1.758
```

relative energy (zero: lowest compared OMol25 entry of this formula, charge and spin): 14.33 kJ/mol
orbital gap (spin up / spin down): 0.2810 / 0.2419 hartree
⟨S²⟩: 2.01
total charge: +1
multiplicity: 3
HOMO (spin up / spin down): -11.8 / -15.0 eV
total energy: -3065.627253 Eh


(4)
A structure of composition C4H4GaLiO2 in a non-equilibrium geometry. Source: OMol25; level of theory: the ωB97M-V functional and the def2-TZVPD basis.

Geometry as XYZ:
```
12
C4H4GaLiO2 (the ωB97M-V functional and the def2-TZVPD basis)
Ga -2.770 -0.865 -0.617
O 0.688 -2.086 0.368
O -2.161 0.657 -0.522
C -1.019 1.122 -0.014
C 0.113 1.531 -0.894
C 0.712 -0.892 0.167
C 0.273 0.262 -0.138
Li 1.763 -3.286 1.398
H 0.745 2.364 -0.577
H 2.773 -1.859 1.837
H -0.042 1.433 -1.972
H -1.074 1.618 0.964
```

relative energy (zero: lowest compared OMol25 entry of this formula, charge and spin): 273.64 kJ/mol
orbital gap (spin up / spin down): 0.3228 / 0.1869 hartree
total charge: +2
HOMO (spin up / spin down): -17.6 / -17.6 eV
total energy: -2236.750993 Eh


Question: Look up the relative energy (zero: lowest compared OMol25 entry of this formula, charge and spin) of the third one.
Answer: 14.33 kJ/mol